{"formula": "C3H6O3", "method": "ωB97M-V with the def2-TZVPD basis set", "species": ["C", "C", "O", "H", "H", "H", "H", "O", "C", "O", "H", "H"], "positions_angstrom": [[-0.904, 0.219, -1.625], [-0.713, -1.055, -1.374], [0.058, -1.403, -0.246], [-1.531, 0.612, -2.415], [-0.496, 1.012, -1.012], [-1.254, -1.895, -1.787], [0.898, -1.814, -0.483], [1.246, 2.149, 2.602], [0.846, 1.109, 2.188], [0.831, 0.872, 0.851], [0.362, 0.266, 2.697], [0.655, -0.071, 0.606]], "mulliken_charge": [-0.7092, 0.1100, -0.5940, 0.2494, 0.2033, 0.3697, 0.3281, -0.4712, 0.2576, -0.4436, 0.2545, 0.4454], "energy_ha": -343.590206, "mol_weight_g_mol": 90.1, "lumo_ev": 0.486, "smiles": "C=CO.O=CO", "e_above_lowest_kj_mol": 168.94, "gap_ev": 10.92}